Computed, not measured: a structure of composition C23H21BaN7O3S, with ωB97M-V/def2-TZVPD.

The geometry in XYZ format:
```
56
Properties=species:S:1:pos:R:3:forces:R:3
Ba -0.042990 -1.711862 -0.465715 -1.0 -2.1 -2.3
C 4.496379 1.981338 4.977710 -0.1 0.0 -0.1
C 3.292407 1.524396 4.199740 0.0 0.0 0.0
C 2.018149 1.986903 4.508632 0.1 0.0 0.0
C 0.914675 1.568586 3.778248 -0.2 0.0 0.0
C 1.093353 0.681724 2.733836 -0.1 -0.1 -0.1
C 2.357175 0.209343 2.403181 0.0 0.0 0.1
C 3.447793 0.630276 3.139674 0.0 0.0 0.0
S -0.275112 0.139092 1.740737 0.0 1.5 0.5
O -1.481007 0.782912 2.198663 0.1 0.2 0.2
O -0.275894 -1.321230 1.805899 -0.1 0.6 2.6
N 0.098600 0.449527 0.246887 0.1 2.9 1.9
C 0.088437 1.658512 -0.388216 0.1 0.8 0.1
C 0.107867 2.905677 0.215318 0.0 -0.5 -0.1
C 0.194038 4.079164 -0.549500 0.0 0.1 -0.2
C 0.252946 4.036469 -1.915467 0.0 0.2 0.1
C 0.184848 2.793688 -2.580719 -0.1 -0.3 0.1
C 0.190698 2.665189 -3.986912 0.0 -0.1 -0.1
C 0.054560 1.432023 -4.559347 0.0 0.1 -0.1
C -0.087616 0.310505 -3.722859 0.0 0.0 0.2
N -0.068719 0.381887 -2.414567 0.1 0.1 -0.1
C 0.077073 1.596732 -1.826394 0.0 0.5 0.0
H 4.200992 2.561770 5.850207 0.0 0.0 0.0
H 5.139857 2.605550 4.355062 0.0 0.0 0.0
H 5.086846 1.125878 5.307371 0.0 0.0 0.0
H 1.890573 2.681094 5.330241 0.0 0.0 0.0
H -0.085941 1.914043 4.007273 0.0 0.0 0.0
H 2.469109 -0.482647 1.577481 0.1 0.0 0.0
H 4.438001 0.265083 2.893805 0.0 0.0 0.0
H 0.064830 2.959151 1.294772 0.0 0.1 0.0
H 0.222178 5.031456 -0.034557 0.0 0.0 0.0
H 0.329331 4.943529 -2.502769 0.0 0.0 0.0
H 0.303637 3.550129 -4.602209 0.0 0.0 0.0
H 0.045237 1.305245 -5.633210 0.0 0.0 0.0
H -0.217114 -0.681302 -4.145046 0.0 0.0 0.0
N -2.753229 -5.484139 -1.199920 0.3 0.0 0.0
C -1.522940 -4.950459 -1.127494 -0.1 0.0 0.0
N -1.627785 -3.653743 -0.994194 -1.1 -0.9 -0.3
C -2.971790 -3.429707 -0.984073 0.2 -0.6 -0.1
N -3.689745 -4.527523 -1.109966 -0.2 0.2 0.0
C -3.511217 -2.080332 -0.819400 -0.4 0.4 0.0
C -4.877580 -1.817946 -0.788147 0.1 -0.1 0.0
N -5.342934 -0.589845 -0.600463 -0.1 0.0 0.0
C -4.448378 0.376867 -0.436291 0.0 -0.1 0.0
C -3.081014 0.125844 -0.482664 -0.2 0.0 -0.1
N -2.614699 -1.098413 -0.684983 -1.4 0.1 -0.1
H -3.022377 -6.446677 -1.296713 0.0 -0.1 0.0
H -0.589889 -5.489345 -1.169730 -0.1 -0.1 0.0
H -5.598187 -2.616118 -0.917718 0.0 0.0 0.0
H -4.834333 1.374568 -0.268444 0.1 0.0 0.0
H -2.358192 0.918158 -0.350756 0.0 0.0 0.0
C 2.490681 -3.448695 -2.012631 -0.1 0.0 -0.1
O 1.410488 -2.885865 -1.334658 3.8 -2.9 -2.1
H 3.008024 -4.220050 -1.420533 0.0 0.0 0.0
H 3.238145 -2.687439 -2.285227 0.1 -0.1 0.0
H 2.171757 -3.928951 -2.953227 0.1 0.0 0.0
```
Forces are in eV/Å.

* E: -52293.6787 eV
* E_HOMO: -7.685 eV
* multiplicity: 1